Record 1
C4H6F3NS in the gas phase in a non-equilibrium geometry. Source: the Open Molecules 2025 dataset; level of theory: wB97M-V/def2-TZVPD.

The geometry in XYZ format:
```
15
C4H6F3NS, DFT wB97M-V/def2-TZVPD
C 1.3821 1.2924 -0.5537
N 1.0853 0.2273 0.2636
C 0.0276 -0.5518 -0.1919
C -0.1507 -1.9596 0.3166
S 0.8313 -2.8053 1.2653
C -1.5886 0.1756 0.1277
F -2.6146 -0.5984 -0.2158
F -1.6330 0.4015 1.4682
F -1.7484 1.3694 -0.3571
H 0.7743 1.2929 -1.4246
H 1.1513 2.2041 0.0140
H 2.4634 1.3892 -0.8610
H 1.3140 0.2007 1.2594
H -0.0833 -0.5053 -1.2951
H -1.2107 -2.1326 0.1845
```

HOMO (Eh): -0.3313
SMILES: CN[C@@H](C=S)C(F)(F)F

***

Record 2
A molecular structure, C25H28AsCrF3NO4PSSe in a non-equilibrium geometry. Source: the Open Molecules 2025 dataset; level of theory: wB97M-V/def2-TZVPD.

The geometry in XYZ format:
```
66
C25H28AsCrF3NO4PSSe, DFT wB97M-V/def2-TZVPD
Cr -0.8936 -1.2879 -0.3089
S -3.1193 -0.4056 -0.8793
C -2.9385 -1.8677 -1.7729
C -3.9574 -2.6672 -2.2886
C -3.6087 -3.8290 -2.9483
C -2.2653 -4.1487 -3.1291
C -1.3122 -3.3204 -2.5774
N -1.6414 -2.2168 -1.9022
H -4.9854 -2.3779 -2.1254
H -4.3839 -4.4898 -3.3165
H -1.9663 -5.0479 -3.6460
H -0.2521 -3.5218 -2.6558
F 3.0934 7.0488 -2.4481
C 2.4623 6.6801 -1.3057
F 3.3852 6.8119 -0.3236
F 1.5203 7.6156 -1.0751
C 1.9105 5.2968 -1.3778
C 2.8017 4.2282 -1.4263
C 2.3241 2.9350 -1.4581
C 0.9432 2.6862 -1.4346
C 0.0599 3.7753 -1.4287
C 0.5395 5.0709 -1.3964
C 0.4475 1.3610 -1.3226
C 0.0239 0.2345 -1.1239
H 3.8658 4.4287 -1.4267
H 2.9971 2.0884 -1.4896
H -1.0032 3.5746 -1.4353
H -0.1399 5.9120 -1.3754
C 4.5953 -1.1229 -1.8573
As 2.8240 -1.8589 -1.2641
C 3.5871 -3.5993 -0.7378
C 2.9585 -1.0072 0.4973
H 5.3534 -1.2337 -1.0790
H 4.4972 -0.0617 -2.0954
H 4.9449 -1.6348 -2.7554
H 4.4095 -3.4685 -0.0323
H 3.9568 -4.1290 -1.6167
H 2.8098 -4.2026 -0.2710
H 3.9589 -1.1308 0.9155
H 2.2277 -1.4596 1.1649
H 2.7398 0.0552 0.3868
O -1.8429 -2.7525 0.8426
Se -0.5881 -3.8111 0.6374
O -0.9895 -5.0374 -0.3046
O 0.4986 -2.7720 -0.1139
O -0.0087 -4.2922 2.0497
C -0.1304 -1.2555 3.2578
P -0.6177 -0.2306 1.8234
C 0.4172 1.2574 2.0932
C -2.2652 0.3498 2.3649
C -3.2532 -0.6015 2.6233
C -4.5216 -0.2029 3.0103
C -4.8234 1.1452 3.1436
C -3.8553 2.0956 2.8628
C -2.5829 1.7003 2.4730
H -0.6287 -2.2225 3.2045
H -0.3863 -0.7448 4.1861
H 0.9438 -1.4356 3.2113
H 0.2002 1.7068 3.0619
H 0.2423 1.9713 1.2899
H 1.4636 0.9588 2.0588
H -3.0274 -1.6522 2.4934
H -5.2786 -0.9518 3.2057
H -5.8102 1.4546 3.4647
H -4.0823 3.1510 2.9504
H -1.8430 2.4584 2.2527
```

Charge: -1
HOMO (spin up / spin down) (Eh): -0.1880 / -0.1909
Multiplicity: 4

***

Values for energy relative to the best compared isomer or geometry (same formula, charge and spin), kcal per mole, ordered as above
39.0; 11.5